*one*
This record from the OMol25 dataset describes an isolated molecule of C5H9N. The level of theory is ωB97M-V/def2-TZVPD.

As for the charge: 0. The LUMO energy is 1.08 eV. The HOMO energy is -6.562 eV. The HOMO-LUMO gap comes out at 7.6 eV.

Each line ends with the Mulliken charge.
Element x y z (Å)
C (0.21, 1.36, 0.91)  -0.423
C (1.42, 0.97, 0.12)  -0.677
C (0.06, 0.62, -0.38)  -0.255
N (-0.49, -0.74, -0.31)  0.134
C (-1.79, -0.78, 0.01)  -0.616
C (0.31, -1.76, -0.60)  -0.550
H (0.03, 0.79, 1.81)  0.249
H (-0.09, 2.40, 0.97)  0.263
H (1.95, 1.73, -0.44)  0.229
H (2.06, 0.20, 0.54)  0.320
H (-0.31, 1.15, -1.26)  0.340
H (-2.32, 0.16, 0.12)  0.254
H (-2.30, -1.73, -0.07)  0.251
H (1.36, -1.60, -0.82)  0.248
H (-0.11, -2.76, -0.60)  0.236

=====

*two*
This record from the OMol25 dataset describes an isolated molecule of C5H9N. The level of theory is ωB97M-V/def2-TZVPD.

Its SMILES is C1CC1N1CC1. As for the charge: 0. The LUMO energy is 1.21 eV. The HOMO energy is -7.767 eV. The HOMO-LUMO gap comes out at 9.0 eV.

Each line ends with the Mulliken charge.
Element x y z (Å)
C (1.35, -0.96, -0.83)  -0.547
C (1.27, -1.12, 0.67)  -0.675
C (0.02, -0.95, -0.13)  0.009
N (-0.67, 0.27, 0.02)  0.003
C (-0.67, 1.51, 0.65)  -0.577
C (-1.71, 1.08, -0.42)  -0.440
H (1.67, 0.01, -1.19)  0.234
H (1.62, -1.81, -1.44)  0.257
H (1.46, -2.10, 1.09)  0.243
H (1.58, -0.29, 1.29)  0.255
H (-0.65, -1.81, -0.24)  0.335
H (-0.89, 1.50, 1.73)  0.240
H (0.01, 2.32, 0.36)  0.216
H (-1.66, 1.45, -1.46)  0.232
H (-2.74, 0.91, -0.09)  0.214

=====

Stability ranking, top entry: *two*; the second entry is 0.0099 hartree less favorable.